{
  "formula": "C18H28AsPRuSe5Si2Te",
  "method": "wB97M-V/def2-TZVPD",
  "elements": ["Ru", "Se", "Se", "Te", "Se", "Se", "P", "Se", "C", "C", "C", "C", "C", "C", "C", "C", "C", "C", "C", "C", "H", "H", "H", "H", "H", "H", "H", "H", "H", "H", "C", "Si", "C", "C", "As", "Si", "C", "C", "C", "H", "H", "H", "H", "H", "H", "H", "H", "H", "H", "H", "H", "H", "H", "H", "H", "H", "H"],
  "xyz": [[1.88639, 1.72224, -0.90096], [4.39819, 1.55404, -0.60276], [5.15839, 3.52434, -1.49746], [3.14929, 5.08224, -1.34016], [1.42869, 3.59264, -2.36846], [-1.39691, 1.72914, -1.42556], [-0.91361, 1.93674, 0.65964], [1.10899, 2.12364, 1.48884], [-1.75661, 0.51684, 1.45384], [-3.12761, 0.41924, 1.24724], [-3.81331, -0.69526, 1.69004], [-3.13151, -1.71136, 2.34574], [-1.76711, -1.60806, 2.55944], [-1.07581, -0.49696, 2.10534], [-1.74981, 3.38494, 1.39594], [-2.32611, 4.37544, 0.61884], [-2.87441, 5.48964, 1.23204], [-2.84211, 5.61194, 2.61044], [-2.23521, 4.63304, 3.38344], [-1.68661, 3.52074, 2.77804], [-3.63211, 1.21944, 0.71894], [-4.87861, -0.77536, 1.51534], [-3.66901, -2.59166, 2.67414], [-1.23881, -2.39916, 3.07214], [-0.00811, -0.40926, 2.25984], [-2.33381, 4.26214, -0.45866], [-3.31541, 6.27224, 0.62984], [-3.28551, 6.47604, 3.08674], [-2.17521, 4.74664, 4.45684], [-1.18141, 2.75594, 3.35544], [4.05929, -2.81136, -0.57186], [2.44189, -2.03876, 0.11694], [2.99279, -1.12376, 1.70954], [1.21749, -3.43946, 0.60664], [1.46839, -0.57356, -1.42546], [0.42119, -2.00966, -2.96446], [-1.24901, -2.74196, -2.34466], [1.59189, -3.46566, -3.44496], [0.08589, -1.00546, -4.56326], [4.53249, -3.47476, 0.14534], [4.76139, -2.01456, -0.80766], [3.87229, -3.37666, -1.47886], [3.66589, -1.72126, 2.32014], [2.16189, -0.81726, 2.34094], [3.54149, -0.22096, 1.43144], [1.57959, -4.02126, 1.44724], [1.07759, -4.11776, -0.22896], [0.24739, -3.02596, 0.86974], [-1.10251, -3.33476, -1.44616], [-1.72481, -3.37536, -3.08826], [-1.93191, -1.93086, -2.10486], [1.75119, -4.12936, -2.60106], [2.55749, -3.07326, -3.75396], [1.19749, -4.06216, -4.26136], [-0.55191, -0.15476, -4.33406], [-0.39851, -1.58396, -5.34496], [1.01849, -0.61746, -4.96706]],
  "orbital_gap_ev": [5.2, 5.5],
  "total_energy_ev": -441615.6183,
  "homo_energy_ev": [-3.747, -3.725],
  "multiplicity": 2,
  "total_charge": -1
}